Entry from OMol25: 2 unconnected molecules or ions with the total composition C2H3N3O2 (ωB97M-V/def2-TZVPD).

Calculated values
energy relative to the best compared isomer or geometry (same formula, charge and spin)	367.4	kJ/mol
SMILES string	NC1=NO1.N=C=O
frontier orbital gap	10.05	eV
maximum force	0.9	eV/A
M	101.06	g/mol
E_HOMO	-9.5	eV

Each line ends with the natural charge from an NBO analysis.
Element x y z (Å)
N: 0.4889 -0.2293 1.6347  -0.83
C: -0.4948 0.4207 0.9723  0.62
N: -1.7502 0.5117 0.8946  -0.17
O: -0.5193 1.3773 0.0846  -0.45
H: 1.4131 -0.1373 1.2397  0.41
H: 0.4384 -0.1417 2.6413  0.41
N: 0.4016 -0.8391 -1.2368  -0.84
C: -0.0034 0.0005 -2.0304  0.90
O: -0.3357 0.8596 -2.7432  -0.48
H: 0.3616 -1.8225 -1.4567  0.42